1.
Computed, not measured: a structure of composition C16H33BN2OP2Pb at a distorted geometry, with wB97M-V/def2-TZVPD.

```
! wB97M-V def2-TZVPD RIJCOSX def2/J DEFGRID3
* xyz 0 1
Pb 0.174 -0.713 0.071
P 2.914 -0.252 -0.224
P -2.632 0.204 0.159
N -0.172 1.085 -1.584
H 0.798 -1.710 1.427
C 3.963 -1.491 -1.046
H 5.024 -1.235 -0.891
H 3.727 -1.500 -2.121
H 3.754 -2.487 -0.629
C 3.738 -0.006 1.389
H 4.836 0.004 1.237
H 3.451 -0.824 2.069
H 3.406 0.950 1.835
C 3.242 1.281 -1.134
H 4.322 1.498 -1.128
H 2.683 2.103 -0.667
H 2.880 1.167 -2.166
C -3.849 -1.054 -0.412
H -4.865 -0.783 -0.112
H -3.560 -2.015 0.026
H -3.780 -1.121 -1.502
C -3.218 0.449 1.900
H -4.311 0.509 1.930
H -2.763 1.357 2.304
H -2.869 -0.416 2.474
C -3.320 1.735 -0.662
H -4.400 1.846 -0.478
H -3.109 1.649 -1.737
H -2.762 2.602 -0.268
C -0.120 1.872 -2.576
C 0.071 2.239 -5.086
C -0.038 1.355 -3.988
C -0.101 3.298 -2.487
C 0.009 4.189 -3.566
C 0.095 3.615 -4.880
H 0.133 1.816 -6.069
H -0.059 0.316 -4.100
H -0.166 3.751 -1.465
H 0.030 5.253 -3.453
H 0.183 4.300 -5.764
C -0.731 -2.956 2.069
O -1.736 -2.518 1.496
C -0.012 -4.094 1.429
H 0.127 -4.901 2.169
H 1.043 -3.969 1.010
H -0.586 -4.614 0.612
C -0.421 -2.674 3.418
H -1.249 -3.045 3.965
H -0.310 -1.693 3.692
H 0.370 -3.167 3.847
B 0.500 2.876 3.652
C 0.419 1.730 2.638
N 0.355 0.883 1.879
H 1.142 2.463 4.612
H -0.646 3.162 3.983
H 1.054 3.815 3.118
*
```

Output
HOMO-LUMO gap (alpha / beta)   5.438 / 5.629 eV
Energy relative to the best compared isomer or geometry (same formula, charge and spin)   0.0 kcal/mol

***

2.
Computed, not measured: a cluster of 2 separate species, C16H33Br2NOPS in total, with wB97M-V/def2-TZVPD.

```
! wB97M-V def2-TZVPD RIJCOSX def2/J DEFGRID3
* xyz -1 1
C 8.055 4.192 -2.253
C 7.666 2.753 -1.951
S 6.299 2.602 -0.770
C 4.882 2.567 -1.914
P 3.482 3.498 -1.142
C 3.552 5.029 -2.166
C 1.898 2.804 -1.929
Br 2.153 1.091 -2.813
C 0.645 2.865 -0.988
C 0.822 3.714 0.264
Br -0.054 1.144 -0.424
H 8.443 4.681 -1.358
H 7.189 4.770 -2.583
H 8.820 4.237 -3.031
H 7.398 2.219 -2.863
H 8.500 2.207 -1.507
H 4.598 1.538 -2.128
H 5.196 3.038 -2.847
H 4.351 5.677 -1.801
H 2.609 5.566 -2.045
H 3.703 4.822 -3.228
H 1.655 3.448 -2.772
H -0.163 3.285 -1.583
H 1.543 3.271 0.946
H 1.157 4.726 0.014
H -0.136 3.786 0.778
C -4.861 -5.141 1.224
C -4.544 -3.813 1.934
C -3.278 -3.999 2.789
C -1.974 -4.067 1.987
C -2.042 -3.247 0.689
C -3.109 -2.149 0.706
N -4.419 -2.764 0.890
O -5.410 -1.769 0.966
C -3.128 -1.492 -0.676
C -2.759 -1.051 1.734
C -5.694 -3.496 2.888
H -5.762 -5.009 0.624
H -5.021 -5.959 1.938
H -4.047 -5.418 0.549
H -3.227 -3.171 3.496
H -3.394 -4.904 3.397
H -1.157 -3.701 2.616
H -1.725 -5.106 1.749
H -1.066 -2.797 0.479
H -2.274 -3.902 -0.156
H -3.438 -2.228 -1.420
H -2.135 -1.111 -0.947
H -3.845 -0.673 -0.692
H -1.798 -0.583 1.494
H -2.692 -1.440 2.750
H -3.540 -0.292 1.718
H -5.778 -4.303 3.629
H -6.628 -3.396 2.340
H -5.518 -2.550 3.398
*
```

Output
HOMO-LUMO gap   3.168 eV

***

3.
Computed, not measured: a cluster of 6 separate species, C16H33Br6N3 in total at a distorted geometry, with wB97M-V/def2-TZVPD.

```
! wB97M-V def2-TZVPD RIJCOSX def2/J DEFGRID3
* xyz 0 1
C 6.188 11.587 9.046
C 7.172 12.765 9.190
N 7.664 13.103 10.570
C 8.736 14.134 10.413
C 10.010 13.512 9.906
C 6.591 13.641 11.403
C 6.970 13.461 12.840
H 6.090 11.214 7.971
H 5.272 11.785 9.630
H 6.675 10.797 9.607
H 8.052 12.580 8.542
H 6.594 13.664 8.809
H 8.523 14.906 9.671
H 8.940 14.572 11.390
H 10.625 13.011 10.681
H 9.911 12.945 8.978
H 10.624 14.396 9.843
H 5.598 13.136 11.203
H 6.412 14.705 11.110
H 7.515 14.283 13.308
H 7.634 12.629 12.944
H 6.046 13.281 13.446
C 6.370 7.542 9.448
C 7.378 7.976 8.496
N 8.180 8.376 7.787
H 5.716 6.857 8.888
H 5.820 8.288 10.030
H 6.906 6.940 10.186
C 8.729 11.352 5.947
C 9.895 12.206 6.257
N 10.859 12.802 6.412
H 7.778 11.957 6.121
H 8.702 10.432 6.468
H 8.768 11.207 4.894
Br 9.428 17.229 8.653
C 10.329 16.271 7.180
C 11.802 16.150 7.341
Br 12.811 17.785 7.216
H 10.008 16.816 6.238
H 10.051 15.205 7.170
H 12.154 15.344 6.633
H 11.981 15.806 8.349
Br 4.221 16.489 9.101
C 4.791 15.690 7.365
C 6.232 16.032 7.155
Br 6.988 15.263 5.530
H 4.064 16.035 6.633
H 4.702 14.637 7.558
H 6.868 15.682 8.020
H 6.398 17.094 7.101
Br 11.175 10.157 9.421
C 9.665 9.425 10.408
C 9.278 10.453 11.446
Br 8.036 9.636 12.697
H 10.139 8.548 10.880
H 8.840 9.287 9.755
H 8.774 11.359 11.110
H 10.150 10.669 12.076
*
```

Output
SMILES   CCN(CC)CC.BrCCBr.BrCCBr.BrCCBr.CC#N.CC#N
HOMO-LUMO gap   9.174 eV
Energy relative to the best compared isomer or geometry (same formula, charge and spin)   8.8 kcal/mol

***

4.
Computed, not measured: a structure of composition C16H33Br8NO6S at a distorted geometry, with wB97M-V/def2-TZVPD.

```
! wB97M-V def2-TZVPD RIJCOSX def2/J DEFGRID3
* xyz 0 1
C 1.846 -5.375 -1.701
C 2.010 -3.871 -1.960
C 0.693 -3.105 -1.792
C 0.607 -2.094 -0.627
O 1.784 -1.690 -0.090
O 0.077 -0.841 -1.301
S -1.259 -0.311 -0.670
O -1.160 1.087 -0.565
O -2.382 -0.790 -1.365
O -1.029 -1.037 0.721
C -0.508 -2.345 0.377
C -0.379 -3.131 1.698
C 0.951 -3.596 2.293
O 1.684 -4.466 1.487
C 1.825 -2.460 2.885
N 3.222 -2.578 2.477
H 1.466 -5.855 -2.590
H 1.137 -5.557 -0.908
H 2.790 -5.814 -1.418
H 2.382 -3.761 -2.966
H 2.789 -3.521 -1.292
H 0.533 -2.525 -2.684
H -0.136 -3.791 -1.752
H 2.371 -1.463 -0.832
H -1.246 -2.869 -0.211
H -1.004 -4.005 1.606
H -0.842 -2.526 2.464
H 0.656 -4.199 3.141
H 2.185 -3.943 0.845
H 1.448 -1.498 2.577
H 1.769 -2.490 3.969
H 3.696 -1.694 2.575
H 3.690 -3.306 2.993
Br -2.214 6.536 1.968
C -2.450 5.001 0.788
C -1.136 4.366 0.436
Br -0.162 5.426 -0.878
H -2.986 5.355 -0.086
H -3.076 4.312 1.351
H -1.292 3.396 -0.029
H -0.484 4.254 1.295
Br -2.229 10.685 -1.432
C -3.080 8.946 -1.231
C -4.430 8.908 -1.893
Br -5.776 9.853 -0.852
H -3.128 8.742 -0.167
H -2.404 8.237 -1.703
H -4.787 7.884 -1.964
H -4.423 9.360 -2.878
Br -2.639 2.225 2.924
C -2.999 3.202 4.569
C -4.462 3.176 4.914
Br -5.483 4.375 3.772
H -2.622 4.209 4.421
H -2.414 2.704 5.338
H -4.619 3.533 5.929
H -4.899 2.190 4.803
Br 3.263 -5.313 -5.481
C 5.009 -4.603 -5.000
C 5.878 -5.643 -4.348
Br 5.335 -5.985 -2.511
H 4.833 -3.748 -4.356
H 5.454 -4.268 -5.934
H 6.906 -5.294 -4.288
H 5.849 -6.596 -4.864
*
```

Output
HOMO-LUMO gap   9.883 eV

***

5.
Computed, not measured: a structure of composition C16H33ClNiP2 at a distorted geometry, with wB97M-V/def2-TZVPD.

```
! wB97M-V def2-TZVPD RIJCOSX def2/J DEFGRID3
* xyz 0 3
P 0.208 -1.510 -2.754
P 0.022 1.677 -2.642
C -0.189 -0.591 -4.328
C 0.294 0.864 -4.299
H -1.279 -0.615 -4.450
H 0.245 -1.130 -5.182
H 1.372 0.899 -4.503
H -0.203 1.457 -5.080
C -1.581 2.546 -2.991
H -1.802 3.237 -2.172
H -2.396 1.818 -3.040
H -1.548 3.109 -3.932
C 1.175 3.117 -2.848
H 1.004 3.652 -3.791
H 2.210 2.762 -2.825
H 1.040 3.815 -2.016
C -0.955 -2.941 -2.969
H -0.757 -3.692 -2.197
H -0.854 -3.411 -3.955
H -1.986 -2.595 -2.844
C 1.782 -2.343 -3.280
H 2.590 -1.608 -3.341
H 1.679 -2.843 -4.251
H 2.065 -3.086 -2.527
Ni 0.013 -0.117 3.868
C 0.677 1.413 2.392
C -0.711 1.347 2.314
C -1.488 0.629 1.223
C -1.866 -0.825 1.597
C -0.799 -1.560 2.378
C 0.574 -1.485 2.166
C 1.240 -0.701 1.046
C 1.658 0.729 1.465
C 0.096 -1.584 5.337
H 1.104 2.201 3.009
H -1.272 2.070 2.901
H -0.918 0.647 0.291
H -2.411 1.186 1.029
H -2.768 -0.806 2.218
H -2.127 -1.387 0.687
H -1.164 -2.384 2.987
H 1.190 -2.239 2.650
H 0.578 -0.666 0.177
H 2.137 -1.243 0.727
H 2.618 0.677 1.990
H 1.828 1.345 0.569
H 0.811 -1.319 6.122
H 0.371 -2.561 4.919
H -0.895 -1.672 5.801
Cl -1.420 1.025 6.351
C -0.018 1.241 5.272
H -0.097 2.270 4.875
H 0.921 1.180 5.860
*
```

Output
HOMO-LUMO gap (alpha / beta)   5.658 / 8.067 eV
⟨S²⟩   2.01
Energy relative to the best compared isomer or geometry (same formula, charge and spin)   0.0 kcal/mol

***

6.
Computed, not measured: a cluster of 3 separate species, C16H33FN3O2 in total at a distorted geometry, with wB97M-V/def2-TZVPD.

```
! wB97M-V def2-TZVPD RIJCOSX def2/J DEFGRID3
* xyz 1 1
F 3.844 2.960 0.945
C 2.834 2.973 -0.105
C 1.402 3.377 0.485
C 1.094 4.968 0.458
C -0.480 5.110 0.836
C -1.523 5.279 -0.309
C -3.029 5.369 0.065
C -3.375 5.274 1.606
C -2.204 5.119 2.629
N -0.799 5.041 2.240
H 2.743 1.868 -0.443
H 3.153 3.562 -1.030
H 0.559 2.884 -0.144
H 1.216 3.006 1.564
H 1.673 5.568 1.243
H 1.271 5.463 -0.556
H -1.100 5.322 -1.376
H -3.843 5.465 -0.736
H -4.460 5.302 1.970
H -2.401 5.029 3.764
H -0.032 4.939 2.935
C -1.931 -1.416 -3.004
C -0.464 -0.994 -2.981
C 0.095 -0.761 -1.562
O -0.332 0.457 -0.949
C -1.639 0.412 -0.403
N -0.299 0.197 -3.827
H -2.615 -0.580 -2.847
H -2.182 -1.850 -3.976
H -2.134 -2.174 -2.241
H 0.113 -1.811 -3.427
H 1.184 -0.683 -1.639
H -0.109 -1.614 -0.905
H -1.877 -0.568 0.020
H -2.372 0.689 -1.164
H -1.700 1.159 0.394
H 0.694 0.410 -3.900
H -0.679 0.991 -3.311
C 1.635 -6.359 1.987
C 1.147 -4.943 2.285
C 0.131 -4.406 1.256
O 0.701 -4.015 0.008
C 0.987 -5.091 -0.870
N 2.311 -4.055 2.407
H 2.386 -6.390 1.196
H 2.100 -6.792 2.878
H 0.804 -7.009 1.698
H 0.640 -4.976 3.255
H -0.316 -3.496 1.670
H -0.693 -5.112 1.097
H 0.248 -5.894 -0.793
H 1.991 -5.474 -0.679
H 0.975 -4.706 -1.893
H 1.991 -3.138 2.715
H 2.663 -3.884 1.464
*
```

Output
HOMO-LUMO gap   5.858 eV

***

7.
Computed, not measured: a structure of composition C16H33LiN3O3Sb, with wB97M-V/def2-TZVPD.

```
! wB97M-V def2-TZVPD RIJCOSX def2/J DEFGRID3
* xyz 0 1
Li -0.070 0.404 -0.776
N -1.552 1.602 0.117
C -1.598 0.894 1.427
C -0.254 0.241 1.826
O -0.171 -0.176 2.978
O 0.628 0.140 0.891
H -1.139 2.520 0.237
H -2.491 1.758 -0.229
H -2.313 0.071 1.348
H -1.928 1.526 2.250
C -3.721 -3.125 -0.525
C -2.516 -3.491 -1.400
C -2.435 -4.999 -1.622
Sb -0.769 -2.427 -0.628
C -0.548 -3.183 1.391
C -1.012 -4.616 1.667
C 0.897 -2.981 1.862
C 0.857 -3.470 -1.602
C 1.105 -4.941 -1.247
C 0.734 -3.286 -3.118
H -4.644 -3.519 -0.961
H -3.840 -2.044 -0.418
H -3.630 -3.543 0.481
H -2.677 -3.019 -2.374
H -2.203 -5.533 -0.700
H -1.683 -5.273 -2.358
H -3.396 -5.381 -1.985
H -1.175 -2.501 1.971
H -0.459 -5.345 1.077
H -2.072 -4.781 1.471
H -0.835 -4.847 2.722
H 1.580 -3.650 1.331
H 0.974 -3.213 2.928
H 1.229 -1.951 1.735
H 1.731 -2.902 -1.269
H 0.259 -5.579 -1.492
H 1.321 -5.088 -0.192
H 1.963 -5.324 -1.812
H -0.122 -3.833 -3.520
H 1.621 -3.672 -3.632
H 0.615 -2.234 -3.397
N 1.435 0.333 -2.058
C 2.350 -0.258 -1.671
N 3.406 -0.900 -1.206
C 4.502 -1.302 -2.092
C 5.153 -2.524 -1.481
O 5.552 -2.271 -0.146
C 4.433 -1.982 0.682
C 3.737 -0.726 0.222
H 5.233 -0.494 -2.183
H 4.093 -1.524 -3.076
H 6.048 -2.798 -2.035
H 4.446 -3.364 -1.510
H 4.810 -1.865 1.695
H 3.726 -2.821 0.664
H 4.395 0.138 0.348
H 2.808 -0.547 0.767
*
```

Output
HOMO-LUMO gap   8.320 eV
Energy relative to the best compared isomer or geometry (same formula, charge and spin)   1.8 kcal/mol

***

8.
Computed, not measured: a cluster of 4 separate species, C16H33N3O7 in total at a distorted geometry, with wB97M-V/def2-TZVPD.

```
! wB97M-V def2-TZVPD RIJCOSX def2/J DEFGRID3
* xyz 0 1
C 1.720 -3.658 2.376
C 1.639 -3.243 0.828
C 1.297 -1.711 0.568
O 2.246 -0.949 0.234
O -0.013 -1.169 0.642
C -0.372 -0.778 1.989
C -1.991 -0.740 2.024
C -2.632 -2.111 2.516
O -2.024 -2.974 3.191
O -3.982 -2.366 2.112
C -4.009 -3.319 1.000
H 1.811 -4.808 2.393
H 0.714 -3.438 2.885
H 2.605 -3.167 2.892
H 0.826 -3.874 0.311
H 2.631 -3.505 0.320
H 0.016 -1.464 2.810
H 0.028 0.275 2.238
H -2.370 0.183 2.580
H -2.311 -0.601 0.925
H -4.536 -2.861 0.101
H -4.564 -4.245 1.363
H -2.953 -3.616 0.653
C -0.750 -2.887 -3.232
C -0.150 -4.012 -2.434
O -0.321 -4.116 -1.226
N 0.603 -4.931 -3.096
C 0.919 -4.980 -4.507
H -1.321 -2.237 -2.568
H 0.040 -2.295 -3.699
H -1.425 -3.285 -3.992
H 0.973 -5.655 -2.496
H 0.551 -5.926 -4.909
H 2.005 -4.944 -4.618
H 0.473 -4.155 -5.059
C -1.301 3.502 3.916
C -1.155 3.416 2.420
O -1.839 2.660 1.740
N -0.227 4.210 1.825
C 0.671 5.161 2.445
H -2.078 2.811 4.243
H -0.363 3.224 4.401
H -1.593 4.513 4.206
H -0.186 4.097 0.822
H 0.475 6.145 2.015
H 1.695 4.866 2.211
H 0.545 5.207 3.525
C 1.903 5.933 -2.851
C 1.867 5.151 -1.566
O 2.064 5.678 -0.477
N 1.607 3.817 -1.638
C 1.350 3.018 -2.817
H 2.122 6.978 -2.633
H 2.687 5.544 -3.504
H 0.933 5.878 -3.349
H 1.599 3.359 -0.737
H 0.363 2.561 -2.714
H 2.104 2.229 -2.868
H 1.382 3.608 -3.730
*
```

Output
SMILES   CCC(=O)OCCC(=O)OC.CNC(C)=O.CNC(C)=O.CNC(C)=O
HOMO-LUMO gap   9.842 eV
Energy relative to the best compared isomer or geometry (same formula, charge and spin)   42.2 kcal/mol

***

Number 1: electronic energy -1714.38561 Ha. Number 2: electronic energy -6646.92870 Ha. Number 3: electronic energy -16237.73243 Ha. Number 4: electronic energy -22125.91829 Ha. Number 5: electronic energy -3280.46587 Ha. Number 6: electronic energy -1043.61798 Ha. Number 7: electronic energy -1267.25514 Ha. Number 8: electronic energy -1320.36694 Ha.